Record 1
The following is a DFT calculation (ωB97M-V/def2-TZVPD) of C18H25AsLaN3O6SSi as an isolated structure in a non-equilibrium geometry.

## Properties
spin multiplicity	1
HOMO-LUMO gap	8.07	eV
maximum force	4.141	eV/A
E_HOMO	-7.8	eV
relative energy (zero: lowest compared OMol25 entry of this formula, charge and spin)	125.1	kJ/mol

Last column: Löwdin charge in e.
Positions of all 56 atoms, in Å:
La  -0.0743  0.4124  -0.1700  1.9192
O  -1.7154  -0.9086  1.4624  -0.3296
As  -1.7300  0.7608  2.1995  0.8554
O  -3.2274  0.9643  2.7836  -0.4337
O  -1.3146  1.7858  0.9665  -0.6010
C  -0.4908  0.5309  3.7063  -0.2208
C  -1.0792  0.5858  4.9662  -0.0678
C  -0.3184  0.3564  6.1016  -0.0570
C  1.0308  0.0585  5.9900  -0.0531
C  1.6143  -0.0076  4.7359  -0.0438
C  0.8535  0.2386  3.6074  -0.2655
S  1.6654  0.1571  2.0237  0.4886
O  3.0616  -0.0895  2.2438  -0.2663
O  1.4139  1.4562  1.3513  -0.4610
O  0.9720  -0.8992  1.2531  -0.4589
H  -2.6074  -1.2731  1.5588  0.0601
H  -2.1391  0.8136  5.0262  0.1054
H  -0.7873  0.3905  7.0724  0.1089
H  1.6243  -0.1196  6.8734  0.1097
H  2.6544  -0.2569  4.5931  0.1130
C  3.3359  -0.3958  -2.2742  -0.0199
C  2.1304  -1.2782  -2.4467  -0.3314
C  2.2052  -2.4574  -3.1648  -0.0522
C  1.0501  -3.2263  -3.3102  -0.0634
C  -0.1309  -2.7920  -2.7692  -0.0224
C  -0.1620  -1.5752  -2.0509  -0.4604
N  0.9905  -0.8452  -1.8987  -0.0404
N  -1.2308  -1.0336  -1.4697  -0.2666
Si  -2.9022  -1.1595  -1.8615  0.4432
C  -3.7022  0.3394  -0.9837  -0.1679
C  -3.8284  -2.7569  -1.3342  -0.1630
C  -3.0782  -0.8495  -3.7415  -0.1651
H  3.6153  0.0500  -3.2306  0.0873
H  4.1814  -0.9735  -1.9029  0.0864
H  3.1043  0.3996  -1.5614  0.0544
H  3.1404  -2.7783  -3.5941  0.1053
H  1.0896  -4.1595  -3.8525  0.1077
H  -1.0376  -3.3699  -2.8432  0.0979
H  -3.6852  0.2729  0.1076  -0.0023
H  -4.7430  0.4521  -1.2707  0.0299
H  -3.1864  1.2601  -1.2610  0.0270
H  -3.8419  -2.8773  -0.2536  0.0151
H  -3.3868  -3.6526  -1.7585  0.0124
H  -4.8596  -2.7072  -1.6693  0.0223
H  -2.5540  0.0632  -4.0113  0.0257
H  -4.1156  -0.7389  -4.0319  0.0203
H  -2.6467  -1.6535  -4.3260  0.0143
C  3.7497  3.8836  -0.8082  -0.0678
C  2.3447  3.9476  -0.1991  -0.1996
C  1.4206  3.1114  -0.8995  -0.2046
N  0.7046  2.4098  -1.4634  0.0860
H  4.4404  4.4362  -0.1753  0.0807
H  3.7612  4.3203  -1.8050  0.0825
H  4.0927  2.8528  -0.8703  0.0760
H  1.9665  4.9732  -0.1826  0.1336
H  2.3616  3.5515  0.8231  0.1174

Atoms 1-3, force components in eV/Å:
La -1.02 0.63 -3.96
O 0.37 0.64 0.21
As -2.62 -0.33 2.78

---

Record 2
The following is a DFT calculation (ωB97M-V/def2-TZVPD) of a 2-piece molecular cluster, C7H6S overall in a non-equilibrium geometry.

## Properties
spin multiplicity	1
HOMO-LUMO gap (spin up / spin down)	6.86 / 6.85	eV
maximum force	5.992	eV/A
E_HOMO (spin up / spin down)	-8.0 / -8.0	eV
relative energy (zero: lowest compared OMol25 entry of this formula, charge and spin)	584.5	kJ/mol

Last column: Löwdin charge in e.
Positions of all 14 atoms, in Å:
C  -3.4473  0.9032  -0.6580  -0.1936
C  -2.2664  0.8578  -0.8188  -0.1785
C  1.1097  -1.1707  -0.3433  -0.0693
C  1.4435  -1.1234  1.0013  -0.1795
C  0.5203  -0.1221  -1.0518  -0.1363
C  1.3618  -0.0344  1.7440  -0.3883
C  0.2017  1.1079  -0.4577  -0.3699
S  0.6949  1.4399  1.1874  1.0692
H  -4.6211  0.9690  -0.6562  0.0244
H  1.2102  -2.1254  -0.8165  0.1095
H  1.7518  -2.0899  1.2506  0.1006
H  0.2690  -0.3356  -2.1110  0.1307
H  1.8358  -0.1889  2.6993  0.0857
H  -0.0639  1.9126  -0.9693  -0.0048

Atoms 1-3, force components in eV/Å:
C -5.98 0.32 0.12
C 3.83 0.09 0.14
C -1.83 1.80 -1.97

---

Record 3
The following is a DFT calculation (ωB97M-V/def2-TZVPD) of a 2-piece molecular cluster, C8H7F3N2 overall in a non-equilibrium geometry.

## Properties
spin multiplicity	1
HOMO-LUMO gap	9.17	eV
SMILES string	C=C1C=CC(F)C=C1.FC1=NN1F
maximum force	6.169	eV/A
E_HOMO	-9.0	eV
relative energy (zero: lowest compared OMol25 entry of this formula, charge and spin)	631.8	kJ/mol

Last column: Löwdin charge in e.
Positions of all 20 atoms, in Å:
C  0.7994  -2.0435  -0.5513  -0.3716
C  0.9654  -0.9333  -1.4887  -0.0480
C  -0.3322  -1.8630  0.4634  -0.0113
C  0.1372  0.0915  -1.4387  -0.1148
C  -1.2183  -0.8600  0.2836  -0.0652
C  -1.1067  0.2716  -0.7177  -0.3449
C  1.0728  1.8401  1.1641  -0.4152
C  -1.9465  1.3068  -0.7160  0.0600
N  1.4567  1.6984  2.4967  0.0602
N  0.9842  0.6202  1.4960  0.2972
F  1.0263  2.7139  0.2444  0.2233
F  0.3395  2.0317  3.3006  -0.0905
F  1.9886  -2.2999  0.0881  0.0001
H  0.5055  -2.8823  -1.1437  0.1375
H  2.0018  -0.9450  -2.0359  0.1610
H  -0.3174  -2.6417  1.1538  0.0915
H  0.3050  0.9295  -2.2862  0.1565
H  -2.0092  -0.5644  1.0573  0.1269
H  -1.7655  2.0902  -1.3577  0.0274
H  -2.8864  1.4390  -0.0124  0.1199

Atoms 1-3, force components in eV/Å:
C -1.49 0.15 0.59
C 2.48 0.41 0.22
C 0.01 2.18 -2.77

---

Record 4
The following is a DFT calculation (ωB97M-V/def2-TZVPD) of one molecule with the formula C26H24N6O2S2 in a non-equilibrium geometry.

## Properties
spin multiplicity	1
HOMO-LUMO gap	7.69	eV
SMILES string	Cc1nc(-c2cccnc2)sc1C(=O)Nc1ccccc1-c1cn2c(CN3CCOCC3)csc2n1
maximum force	1.383	eV/A
E_HOMO	-7.9	eV
relative energy (zero: lowest compared OMol25 entry of this formula, charge and spin)	0.0	kJ/mol

Last column: Löwdin charge in e.
Positions of all 60 atoms, in Å:
C  -5.3322  -3.1116  -0.4012  -0.0136
C  -4.5295  -1.8772  -0.2004  -0.3412
C  -3.1643  -1.8000  -0.0001  -0.3386
S  -2.6943  -0.1352  0.1794  1.1385
C  -4.3732  0.3184  -0.0328  -0.5085
N  -5.1647  -0.6874  -0.2133  0.1029
C  -4.7970  1.6968  -0.0192  -0.2029
C  -6.1303  2.0277  -0.2794  -0.0051
C  -6.5000  3.3585  -0.2665  -0.0528
C  -5.5281  4.3133  0.0036  -0.1476
N  -4.2638  4.0122  0.2527  0.0640
C  -3.9087  2.7441  0.2430  -0.1160
H  -2.8652  2.5428  0.4547  0.0643
H  -5.7676  5.3683  0.0217  0.1031
H  -7.5192  3.6528  -0.4640  0.1023
H  -6.8366  1.2387  -0.4865  0.1141
C  -2.1893  -2.9073  0.0136  -0.4553
O  -2.5295  -4.0682  -0.1390  0.0599
N  -0.9089  -2.4856  0.1871  0.1193
C  0.2711  -3.2149  0.1327  -0.1512
C  0.2877  -4.6075  0.1197  -0.0032
C  1.4835  -5.2958  0.0605  -0.0780
C  2.6846  -4.6067  0.0145  -0.0922
C  2.6802  -3.2261  0.0201  -0.0374
C  1.4887  -2.5050  0.0731  -0.1008
C  1.5456  -1.0495  0.0416  -0.1946
C  2.5791  -0.2543  -0.4106  0.0188
N  2.1621  1.0350  -0.2416  -0.0140
C  0.9088  0.9704  0.3056  -0.5855
N  0.5072  -0.2585  0.4817  0.0786
S  0.2580  2.5401  0.5878  1.0565
C  1.7279  3.2321  -0.0518  -0.3208
C  2.6269  2.3106  -0.4539  -0.2897
C  3.9554  2.5331  -1.1036  -0.1261
N  4.9517  1.6365  -0.5488  -0.1853
C  6.1614  1.5764  -1.3508  -0.1644
C  7.0900  0.5179  -0.7541  -0.1943
O  7.4128  0.8133  0.5826  -0.1267
C  6.2462  0.9006  1.3650  -0.1887
C  5.2935  1.9670  0.8251  -0.1531
H  4.3834  1.9834  1.4282  0.1276
H  5.7785  2.9571  0.8885  0.1338
H  6.5713  1.1497  2.3760  0.1281
H  5.7279  -0.0704  1.3762  0.1261
H  8.0339  0.4821  -1.3000  0.1272
H  6.5973  -0.4649  -0.8111  0.1247
H  5.8983  1.2963  -2.3734  0.1257
H  6.6827  2.5490  -1.3711  0.1319
H  3.8624  2.3040  -2.1719  0.1365
H  4.2313  3.5972  -1.0049  0.1364
H  1.8233  4.2973  -0.0985  0.0756
H  3.5337  -0.4825  -0.8313  0.1132
H  3.6158  -2.6881  -0.0059  0.1027
H  3.6208  -5.1430  -0.0236  0.0988
H  1.4767  -6.3754  0.0564  0.1032
H  -0.6487  -5.1385  0.1547  0.0999
H  -0.7347  -1.4867  0.3330  0.0375
H  -6.0700  -3.1962  0.3949  0.0868
H  -4.6871  -3.9834  -0.4012  0.0632
H  -5.8676  -3.0433  -1.3466  0.0861

Atoms 1-3, force components in eV/Å:
C 0.08 -0.17 -0.01
C 1.05 -0.49 0.12
C -0.65 0.42 -0.04

---

Record 5
The following is a DFT calculation (ωB97M-V/def2-TZVPD) of an isolated ion of composition C9H9BNO2 and charge +1 in a non-equilibrium geometry.

## Properties
spin multiplicity	1
HOMO-LUMO gap	7.71	eV
charge	+1
SMILES string	OB(O)c1cccc2cc[nH+]cc12
maximum force	3.196	eV/A
E_HOMO	-12.7	eV
relative energy (zero: lowest compared OMol25 entry of this formula, charge and spin)	0.0	kJ/mol

Last column: Löwdin charge in e.
Positions of all 22 atoms, in Å:
O  -2.2131  2.6089  -1.0675  0.1302
B  -1.7766  1.3053  -1.4299  -0.5544
O  -1.8507  0.8824  -2.7579  0.1529
C  -1.1680  0.4090  -0.2178  -0.0087
C  -2.1039  0.1246  0.8899  0.0223
C  -1.6615  -0.6903  2.0681  0.0074
C  -0.2738  -1.1728  2.1419  0.0009
C  0.6719  -0.8688  1.0380  -0.0955
C  2.1188  -1.3205  1.0681  0.0473
C  2.9805  -0.9787  -0.0539  -0.0225
N  2.5189  -0.2787  -1.1855  0.0744
C  1.2102  0.1652  -1.2826  0.0765
C  0.2509  -0.0847  -0.1876  -0.0540
H  -1.7025  2.9020  -0.2853  0.1156
H  -2.0489  1.6978  -3.2720  0.1315
H  -3.1527  0.5017  0.8378  0.1269
H  -2.4214  -0.9085  2.8700  0.1235
H  0.0264  -1.7601  3.0421  0.1202
H  2.4833  -1.8748  1.9719  0.1303
H  4.0605  -1.2862  -0.0314  0.1416
H  3.1701  -0.0923  -1.9502  0.1738
H  0.8817  0.7192  -2.2062  0.1599

Atoms 1-3, force components in eV/Å:
O 1.29 -1.55 -0.27
B -0.14 0.87 0.06
O 0.18 1.42 1.51

---

Record 6
The following is a DFT calculation (ωB97M-V/def2-TZVPD) of a 9-piece molecular cluster, C6H30NO9 overall in a non-equilibrium geometry.

## Properties
spin multiplicity	1
HOMO-LUMO gap	8.93	eV
charge	-1
maximum force	7.905	eV/A
E_HOMO	-6.1	eV
relative energy (zero: lowest compared OMol25 entry of this formula, charge and spin)	483.6	kJ/mol

Last column: Löwdin charge in e.
Positions of all 46 atoms, in Å:
C  0.9376  1.2723  0.3968  -0.1749
C  2.0530  0.2493  0.0677  -0.1584
C  2.7235  -0.4957  1.3232  -0.2635
O  2.0499  -1.6825  1.4964  -0.1902
C  -0.3729  0.4968  0.1365  -0.2442
N  -1.4899  1.3643  0.4944  -0.2175
C  -2.6181  0.5176  1.1260  -0.0680
C  -2.2158  2.0331  -0.5891  -0.1255
H  0.9822  2.0329  -0.4762  0.0863
H  0.9834  1.7625  1.4451  0.1390
H  2.8109  0.7214  -0.4459  0.0652
H  1.7191  -0.6110  -0.5403  0.0926
H  2.6732  0.0841  2.2984  0.1226
H  3.7598  -0.8682  1.1094  0.1148
H  -0.3881  0.2260  -0.9562  0.1083
H  -0.2926  -0.4720  0.6836  0.0869
H  -3.3702  1.2974  1.3514  0.0750
H  -2.9897  -0.3226  0.6942  0.0226
H  -2.1651  0.3762  2.1999  0.0999
H  -2.8052  2.9170  -0.2356  0.0933
H  -1.3725  2.4553  -1.0768  0.0385
H  -2.8610  1.3875  -1.2070  0.0887
H  1.0075  -2.5644  -0.7105  0.0374
H  2.4274  -2.8058  0.0548  0.0528
O  1.8441  -3.1075  -0.7040  -0.1096
H  -2.1934  -1.4027  -2.8199  0.0369
H  -1.2591  -1.5194  -1.6252  -0.0416
O  -1.2871  -1.2396  -2.5392  -0.0788
H  -1.1584  -2.3468  0.6318  0.0145
H  -2.6416  -2.6491  0.0370  0.0022
O  -1.8183  -2.3025  -0.1793  -0.1097
H  0.1945  2.3408  -2.5878  0.0415
H  1.4329  1.6227  -2.8651  0.0700
O  1.0907  2.5704  -3.0111  -0.1223
H  -0.1976  -2.9574  2.3098  -0.0207
H  1.0565  -1.5095  1.7945  0.0660
O  -0.3581  -2.1704  1.8964  -0.2777
H  -0.6614  -1.0485  2.7490  0.0052
H  -0.3586  0.4419  3.2075  -0.0480
O  -0.5865  -0.3692  3.6071  -0.1769
H  1.6556  -2.3475  -2.6525  0.0243
H  0.8655  -1.7410  -3.7538  -0.0029
O  1.7808  -2.0122  -3.6026  -0.1105
H  1.1856  4.0325  0.2612  0.0081
H  -0.2509  3.9472  0.4431  -0.0341
O  0.4784  4.3965  0.7629  -0.0173

Atoms 1-3, force components in eV/Å:
C 0.05 -0.22 -1.34
C 0.19 -0.94 2.71
C -0.08 0.61 -0.46